Entry 1:
Entry from OMol25: a structure of composition C54H56N3O2P2Ti in a non-equilibrium geometry (wB97M-V/def2-TZVPD).

Each line ends with the Löwdin spin population.
Atoms and positions in Å:
Ti1 -0.635 0.082 -0.124  1.46
P1 -3.433 -0.325 0.098  0.01
P2 -0.860 1.822 -2.053  0.03
O1 -3.524 2.045 -1.359  0.00
O2 0.976 0.933 -0.233  -0.01
N1 1.980 -0.582 -1.631  0.03
N2 3.474 -1.667 -3.068  0.01
N3 3.979 0.382 -1.967  0.01
C1 -7.284 1.193 0.076  0.00
C2 -0.815 -3.982 -2.242  0.00
C3 0.003 -2.840 -1.620  0.00
C4 -0.724 0.210 2.185  0.05
C5 1.405 1.255 2.691  0.02
C6 -3.650 -3.258 2.966  0.00
C7 0.779 -0.202 -5.111  0.00
C8 -7.137 2.234 -0.822  0.00
C9 -3.748 -1.009 -2.561  0.00
C10 0.340 1.414 -3.370  0.00
C11 -0.933 -1.744 -1.118  0.00
C12 -4.131 -1.772 -3.647  0.00
C13 3.141 -0.649 -2.257  0.01
C14 -0.043 -1.005 1.904  0.08
C15 -4.364 3.606 -3.025  0.00
C16 -3.430 -2.591 1.775  0.00
C17 -6.796 3.436 -3.519  0.00
C18 -4.027 4.362 -4.144  0.00
C19 -2.104 2.707 -3.066  0.00
C20 0.030 1.309 2.632  0.04
C21 -3.816 -1.260 1.628  0.00
C22 -4.588 -1.269 3.914  0.00
C23 1.345 -1.054 2.052  0.02
C24 -4.854 -2.937 -3.448  0.00
C25 -4.051 -1.412 -1.260  0.00
C26 -4.234 -2.602 4.036  0.00
C27 1.976 0.542 -0.895  0.07
C28 1.922 0.496 -5.468  0.00
C29 -3.368 2.806 -2.484  0.00
C30 -4.937 0.736 -0.055  0.00
C31 -0.109 4.428 0.951  0.00
C32 -5.752 3.655 -2.410  0.00
C33 2.090 0.064 2.398  0.06
C34 -5.218 -3.306 -2.164  0.00
C35 3.575 -0.022 2.590  0.01
C36 -1.822 3.416 -4.222  0.00
C37 -0.310 3.350 -1.195  0.00
C38 -4.367 -0.598 2.726  0.00
C39 3.312 1.266 -1.039  0.01
C40 -2.786 4.258 -4.747  0.00
C41 0.891 -3.376 -0.499  0.00
C42 -6.194 0.420 0.437  0.00
C43 0.613 5.562 -1.035  0.00
C44 -0.517 3.354 0.181  0.00
C45 0.485 5.522 0.343  0.00
C46 -4.806 1.816 -0.933  0.00
C47 -5.897 2.558 -1.365  0.00
C48 -4.826 -2.549 -1.073  0.00
C49 5.229 0.680 -2.609  0.00
C50 1.495 2.099 -3.726  0.00
C51 0.208 4.487 -1.808  0.00
C52 2.274 1.643 -4.776  0.00
C53 -5.965 5.020 -1.738  0.00
C54 -0.007 0.260 -4.076  0.00
H1 0.288 4.547 -2.883  0.00
H2 -7.804 3.476 -3.120  0.00
H3 -2.567 4.848 -5.624  0.00
H4 1.792 2.992 -3.196  0.00
H5 -5.122 -2.858 -0.081  0.00
H6 -6.715 4.197 -4.289  0.00
H7 -1.803 0.211 2.352  0.01
H8 -0.486 2.201 2.971  0.00
H9 1.030 6.438 -1.509  0.00
H10 5.968 -0.098 -2.410  0.00
H11 1.484 -4.226 -0.834  0.00
H12 3.845 1.331 -0.082  0.00
H13 0.642 -2.412 -2.401  0.00
H14 0.288 -3.704 0.347  0.00
H15 -8.261 0.962 0.476  0.00
H16 -3.196 -0.090 -2.722  0.00
H17 1.960 2.122 3.026  0.00
H18 -4.641 0.447 2.648  0.00
H19 1.856 -2.002 1.937  0.00
H20 -0.168 -4.711 -2.728  0.00
H21 -6.648 2.462 -3.980  0.00
H22 0.499 -1.097 -5.647  0.00
H23 -0.248 4.421 2.023  0.00
H24 -3.862 -1.461 -4.646  0.00
H25 0.835 6.349 0.942  0.00
H26 -1.008 2.488 0.626  0.00
H27 -3.364 -4.295 3.057  0.00
H28 3.200 2.280 -1.440  0.00
H29 2.529 0.150 -6.291  0.00
H30 -1.478 -1.395 -2.006  0.01
H31 -5.040 -0.750 4.747  0.00
H32 -5.237 5.170 -0.943  0.00
H33 3.151 2.202 -5.066  0.00
H34 -5.855 5.826 -2.459  0.00
H35 -5.143 -3.549 -4.289  0.00
H36 -5.816 -4.191 -2.005  0.00
H37 4.056 0.940 2.422  0.00
H38 -0.858 3.307 -4.698  0.00
H39 -1.680 -2.255 -0.484  0.01
H40 -6.959 5.078 -1.305  0.00
H41 -8.011 2.796 -1.108  0.00
H42 -4.408 -3.130 4.960  0.00
H43 5.609 1.620 -2.215  0.00
H44 5.102 0.779 -3.692  0.00
H45 -0.912 -0.268 -3.801  0.00
H46 4.289 -1.636 -3.650  0.00
H47 1.564 -2.581 -0.184  0.00
H48 -0.614 -1.926 1.812  0.01
H49 4.018 -0.764 1.929  0.00
H50 -6.333 -0.424 1.094  0.00
H51 2.770 -2.362 -3.233  0.00
H52 3.787 -0.318 3.619  0.00
H53 -1.512 -3.597 -2.984  0.00
H54 -1.389 -4.500 -1.477  0.00
H55 -4.747 5.051 -4.556  0.00
H56 -2.970 -3.114 0.947  0.00

Calculated values
Frontier orbital gap (spin up / spin down) ... 6.30 / 8.01 eV
Energy above the lowest of the compared OMol25 structures with the same formula, charge and spin ... 0.2 kcal per mole
HOMO energy (spin up / spin down) ... -8.1 / -9.9 eV
Total charge ... +1
Spin multiplicity ... 3
Expectation value of S² ... 2.02
Lowest unoccupied orbital energy (spin up / spin down) ... -1.8 / -1.9 eV

Entry 2:
Entry from OMol25: a cluster of 2 separate species, C2H5O in total in a non-equilibrium geometry (wB97M-V/def2-TZVPD).

Each line ends with the Mulliken charge.
Atoms and positions in Å:
O1 0.850 -0.932 0.234  -0.73
C1 -0.242 -0.577 -0.322  0.08
C2 -0.739 0.702 -0.655  -0.86
H1 -0.089 1.504 -0.397  0.19
H2 0.524 2.663 3.178  -0.11
H3 -1.347 0.844 -1.575  0.15
H4 -0.808 -1.392 -0.965  0.17
H5 0.806 3.090 3.749  0.11

Calculated values
Frontier orbital gap ... 7.19 eV
Energy above the lowest of the compared OMol25 structures with the same formula, charge and spin ... 18.6 kcal per mole
HOMO energy ... -2.0 eV
Total charge ... -1
Lowest unoccupied orbital energy ... 5.2 eV

Entry 3:
Entry from OMol25: the molecule C4H9NO2 in a non-equilibrium geometry (wB97M-V/def2-TZVPD).

Each line ends with the Mulliken charge.
Atoms and positions in Å:
O1 -1.356 0.120 2.201  -0.51
O2 0.248 1.160 -1.916  -0.54
N1 0.247 -0.905 -0.965  -0.25
C1 1.444 0.299 0.796  -1.31
C2 0.261 -0.578 0.494  0.17
C3 -1.024 0.175 0.812  -0.63
C4 0.133 -0.039 -1.988  0.01
H1 -0.037 -1.864 -1.118  0.24
H2 -1.889 -0.132 0.208  0.34
H3 1.376 0.787 1.765  0.33
H4 2.384 -0.247 0.748  0.35
H5 0.220 -1.565 0.940  0.48
H6 -0.027 -0.580 -2.945  0.34
H7 -0.877 1.215 0.561  0.31
H8 -1.087 -0.743 2.532  0.33
H9 1.505 1.035 -0.002  0.34

Calculated values
Frontier orbital gap ... 10.51 eV
Energy above the lowest of the compared OMol25 structures with the same formula, charge and spin ... 29.2 kcal per mole
HOMO energy ... -9.9 eV
SMILES ... C[C@@H](CO)NC=O
Lowest unoccupied orbital energy ... 0.6 eV

Entry 4:
Entry from OMol25: the ion C3H7N4 with charge +1 in a non-equilibrium geometry (wB97M-V/def2-TZVPD).

Each line ends with the Mulliken charge.
Atoms and positions in Å:
N1 -0.897 0.067 -0.415  -0.13
N2 -0.238 -1.126 0.046  -0.12
N3 2.034 -0.315 -0.086  -0.49
N4 -2.119 0.312 0.126  -0.55
C1 0.586 1.606 0.006  -0.03
C2 1.763 0.992 -0.088  -0.18
C3 1.083 -1.235 0.038  0.10
H1 -2.679 -0.491 0.028  0.27
H2 -2.039 0.586 1.153  0.32
H3 1.607 -2.223 0.371  0.32
H4 2.706 1.541 -0.037  0.40
H5 -0.716 0.056 -1.455  0.31
H6 -0.292 2.181 0.072  0.51
H7 -0.799 -1.951 0.241  0.27

Calculated values
Frontier orbital gap ... 8.63 eV
Energy above the lowest of the compared OMol25 structures with the same formula, charge and spin ... 143.1 kcal per mole
HOMO energy ... -13.9 eV
Total charge ... +1
Lowest unoccupied orbital energy ... -5.3 eV

Entry 5:
Entry from OMol25: a structure of composition C12H32N2O2PSi2 in a non-equilibrium geometry (wB97M-V/def2-TZVPD).

Each line ends with the Mulliken charge.
Atoms and positions in Å:
P1 1.827 6.417 0.298  0.34
Si1 0.049 5.406 -0.672  0.34
Si2 -2.554 4.422 0.200  0.44
O1 -1.109 5.161 0.482  -0.12
O2 1.508 3.236 0.617  -0.48
N1 2.258 7.746 -0.435  -0.76
N2 -0.242 -3.563 -0.017  0.05
C1 1.091 -3.411 3.127  -1.17
C2 1.496 3.012 -0.745  0.24
C3 0.511 3.830 -1.579  -0.94
C4 0.915 -4.259 0.667  -0.58
C5 -1.440 -4.446 0.021  -0.98
C6 -1.445 -1.339 -0.161  -0.90
C7 0.802 -4.561 2.155  -0.42
C8 -0.742 -2.469 -2.257  -0.78
C9 -0.541 -2.247 0.655  -0.63
C10 0.186 -3.362 -1.455  -0.62
C11 -0.905 -1.123 -1.567  -0.37
C12 0.983 1.916 0.092  -0.69
H1 1.689 7.937 -1.247  0.25
H2 -1.745 -4.589 1.052  0.37
H3 0.063 -0.612 -1.517  0.15
H4 -2.249 -3.982 -0.532  0.44
H5 -0.151 -5.036 2.393  0.25
H6 1.794 -3.643 0.478  0.41
H7 0.973 4.075 -2.529  0.43
H8 -1.008 -2.487 1.605  0.31
H9 -0.351 3.206 -1.790  0.35
H10 -3.430 4.621 1.366  -0.14
H11 1.557 -5.330 2.329  0.40
H12 2.458 2.831 -1.187  0.40
H13 1.739 1.223 0.419  0.39
H14 1.446 6.619 1.639  0.07
H15 -1.528 -0.385 0.361  0.42
H16 -0.440 6.406 -1.644  -0.16
H17 -2.457 -1.748 -0.208  0.36
H18 0.422 -1.770 0.840  0.50
H19 1.032 -5.191 0.115  0.47
H20 -1.574 -0.478 -2.134  0.39
H21 1.928 -2.801 2.784  0.30
H22 0.261 -4.357 -1.890  0.45
H23 1.360 -3.816 4.101  0.40
H24 2.856 5.471 0.433  0.04
H25 0.004 1.938 0.534  0.29
H26 -1.182 -5.400 -0.429  0.33
H27 0.237 -2.758 3.291  0.28
H28 -0.315 -2.351 -3.252  0.43
H29 1.182 -2.923 -1.415  0.42
H30 -1.716 -2.944 -2.396  0.34
H31 -3.177 4.944 -1.031  -0.11
H32 -2.324 2.962 0.035  -0.19

Calculated values
Frontier orbital gap ... 7.40 eV
HOMO energy ... -10.0 eV
Total charge ... +1
Lowest unoccupied orbital energy ... -2.6 eV

no.,E (eV)
1,-107160.64837
2,-4200.98659
3,-9878.79399
4,-9172.31210
5,-45075.32919